Record 1
C45H109N7O13 | ωB97M-V/def2-TZVPD

Values from the calculation:
Charge: +1
Relative energy (zero: lowest compared OMol25 entry of this formula, charge and spin) (kcal/mol): 42.8
LUMO (alpha / beta) (eV): -2.93 / -7.21
DFT total energy (hartree): -3140.42818
HOMO-LUMO gap (alpha / beta) (eV): 6.5182 / 2.2438
Multiplicity: 2
Expectation value of S²: 0.754

XYZ file:
```
174
C45H109N7O13, DFT ωB97M-V/def2-TZVPD
C 2.91 4.71 4.71
C 1.53 3.94 5.13
C 1.62 3.77 6.73
C 0.27 3.45 7.41
C -0.81 4.41 6.83
C -0.98 4.39 5.29
N 0.38 4.88 4.81
O 0.34 5.28 3.55
C -1.54 3.17 4.57
C -1.94 5.54 4.91
C 1.64 2.48 4.49
H 2.89 5.64 5.27
H 2.94 5.07 3.68
H 3.68 3.97 4.93
H 2.37 2.99 6.87
H 2.02 4.69 7.16
H 0.28 3.74 8.46
H 0.20 2.38 7.22
H -0.77 5.44 7.19
H -1.66 3.94 7.33
H -2.60 3.05 4.77
H -1.23 3.22 3.52
H -1.07 2.28 4.99
H -1.88 6.48 5.46
H -1.97 5.77 3.85
H -2.92 5.19 5.25
H 2.70 2.23 4.44
H 1.47 2.61 3.42
H 1.10 1.63 4.92
H 0.81 6.13 3.50
C 1.55 -8.20 8.93
O 1.05 -6.94 8.40
C 0.33 -7.10 7.18
C -0.42 -5.80 6.82
N -1.48 -5.85 5.83
C -0.94 -5.70 4.54
C -1.98 -5.12 3.60
O -2.56 -3.82 3.98
C -3.23 -3.22 2.83
H 0.73 -8.83 9.28
H 2.02 -7.98 9.88
H 2.26 -8.70 8.26
H -0.36 -7.89 7.46
H 1.08 -7.48 6.48
H 0.30 -5.00 6.66
H -0.90 -5.50 7.75
H -2.38 -5.40 5.93
H -0.42 -6.61 4.24
H -0.14 -4.97 4.53
H -2.71 -5.84 3.24
H -1.51 -5.02 2.62
H -3.45 -2.15 2.89
H -4.22 -3.61 2.60
H -2.43 -3.20 2.08
C 5.72 3.36 2.05
O 7.21 3.35 2.27
C 7.58 3.69 3.62
C 7.99 2.53 4.55
N 7.06 1.45 4.62
C 5.89 1.73 5.39
C 5.01 0.53 5.62
O 4.23 0.18 4.47
C 3.23 -0.81 4.59
H 5.15 2.83 2.81
H 5.66 2.65 1.22
H 5.37 4.29 1.59
H 6.76 4.24 4.09
H 8.44 4.35 3.58
H 8.13 2.96 5.54
H 8.93 2.11 4.20
H 6.95 1.04 3.70
H 5.22 2.46 4.93
H 6.18 2.03 6.40
H 4.37 0.68 6.48
H 5.71 -0.23 5.97
H 3.74 -1.77 4.51
H 2.58 -0.69 3.72
H 2.67 -0.65 5.51
C 0.73 2.86 -9.85
O 0.57 1.81 -10.83
C 0.56 0.44 -10.29
C 0.18 -0.55 -11.28
N -1.12 -0.13 -11.91
C -2.21 -0.75 -11.19
C -3.69 -0.22 -11.46
O -3.98 1.12 -11.14
C -3.83 1.52 -9.76
H 0.90 3.79 -10.39
H 1.63 2.64 -9.26
H -0.15 3.02 -9.24
H 0.16 0.33 -9.28
H 1.63 0.35 -10.11
H 0.17 -1.54 -10.82
H 0.86 -0.52 -12.13
H -1.20 0.87 -11.93
H -2.07 -0.61 -10.11
H -2.05 -1.83 -11.24
H -4.49 -0.83 -11.03
H -3.72 -0.40 -12.54
H -3.00 0.94 -9.35
H -4.80 1.34 -9.30
H -3.61 2.57 -9.57
C -5.91 3.13 0.69
O -6.72 2.76 -0.42
C -6.02 2.74 -1.68
C -4.77 1.68 -1.59
N -3.44 2.14 -1.08
C -2.82 3.36 -1.43
C -1.49 3.31 -0.67
O -0.63 2.50 -1.41
C 0.82 2.57 -1.07
H -5.06 2.51 1.00
H -6.46 3.23 1.63
H -5.24 3.92 0.37
H -5.77 3.76 -1.94
H -6.81 2.34 -2.31
H -4.33 1.43 -2.56
H -5.19 0.80 -1.10
H -2.72 1.43 -1.02
H -3.40 4.07 -0.85
H -2.63 3.55 -2.48
H -1.60 3.04 0.38
H -1.09 4.33 -0.68
H 0.76 2.43 0.01
H 1.27 3.53 -1.31
H 1.36 1.78 -1.60
C 0.94 -2.01 -7.28
O 1.13 -3.11 -6.46
C 0.60 -2.89 -5.17
C 0.96 -4.09 -4.25
N 0.14 -4.00 -2.98
C 0.73 -4.82 -1.91
C 0.33 -6.31 -2.05
O -1.03 -6.69 -1.64
C -1.42 -6.29 -0.32
H -0.09 -1.66 -7.39
H 1.43 -2.03 -8.25
H 1.39 -1.20 -6.71
H -0.46 -2.69 -5.28
H 1.08 -2.05 -4.66
H 1.99 -3.91 -3.96
H 0.95 -4.97 -4.89
H -0.83 -4.28 -2.94
H 0.50 -4.50 -0.89
H 1.82 -4.76 -1.91
H 0.93 -6.86 -1.33
H 0.53 -6.67 -3.05
H -2.32 -6.86 -0.08
H -1.49 -5.22 -0.13
H -0.69 -6.73 0.36
C -2.04 0.54 -6.31
O -1.29 -0.08 -5.31
C -1.68 0.12 -3.97
C -0.95 -0.76 -2.91
N -1.31 -0.18 -1.58
C -0.65 -0.95 -0.53
C -1.04 -0.26 0.76
O -0.41 -1.01 1.84
C -0.42 -0.15 2.95
H -2.98 0.07 -6.62
H -1.28 0.55 -7.09
H -2.15 1.60 -6.12
H -2.75 -0.09 -4.04
H -1.53 1.17 -3.70
H 0.13 -0.66 -3.02
H -1.23 -1.81 -3.00
H -0.94 0.76 -1.64
H 0.40 -0.65 -0.55
H -0.76 -2.03 -0.44
H -2.06 0.01 1.03
H -0.62 0.74 0.73
H -0.18 -0.62 3.90
H -1.31 0.47 3.00
H 0.52 0.40 2.83
```



Record 2
C9H10N2 | ωB97M-V/def2-TZVPD

Values from the calculation:
Charge: 0
Relative energy (zero: lowest compared OMol25 entry of this formula, charge and spin) (kcal/mol): 98.8
LUMO (eV): 0.66
DFT total energy (hartree): -458.31295
HOMO-LUMO gap (eV): 9.1042
Multiplicity: 1

XYZ file:
```
21
C9H10N2, DFT ωB97M-V/def2-TZVPD
C 0.22 1.75 1.66
C -0.49 1.67 0.35
C -1.60 1.42 -0.31
C -2.94 1.11 -0.32
N -4.09 0.97 -0.27
C -0.53 2.12 -1.13
H -0.21 1.02 2.39
H -0.04 2.68 2.17
H 1.24 1.69 1.45
H -0.66 3.26 -1.29
H 0.01 1.67 -1.98
C 0.02 -2.06 -1.14
C -0.13 -1.76 0.26
C 1.13 -1.78 0.84
N 2.00 -2.14 -0.10
C 1.39 -2.17 -1.33
H -0.79 -1.94 -1.89
H -0.92 -1.50 0.93
H 1.39 -1.51 1.76
H 3.02 -1.99 0.05
H 2.00 -2.53 -2.09
```



Values for largest force on an atom, Eh/bohr, ordered as above
0.09370, 0.08931